C29H27BBaF4N2OPSe2 | wB97M-V/def2-TZVPD

Calculated values
Max |F| ... 0.163 Eh/bohr
Orbital gap ... 7.1 eV

ORCA input file:
```
! wB97M-V def2-TZVPD RIJCOSX def2/J DEFGRID3
* xyz 1 1
Ba -0.1732 1.1530 -1.8167
Se 1.5265 3.3639 -2.4950
Se -0.7245 3.6380 -2.8653
C -0.6468 2.3395 -4.2709
C -1.4093 2.5115 -5.4158
C -1.2140 1.6318 -6.4656
C -0.2485 0.6394 -6.3529
C 0.4420 0.5347 -5.1621
N 0.2450 1.3676 -4.1415
C 1.6068 3.6791 -0.6177
C 2.7039 4.3587 -0.1088
C 2.8013 4.4829 1.2679
C 1.7852 3.9713 2.0609
C 0.7019 3.3639 1.4485
N 0.6262 3.1842 0.1283
H -2.1386 3.3076 -5.4709
H -1.7963 1.7287 -7.3713
H -0.0414 -0.0296 -7.1751
H 1.2000 -0.2238 -5.0050
H 3.4443 4.7781 -0.7763
H 3.6530 4.9832 1.7082
H 1.8316 4.0431 3.1377
H -0.1364 2.9985 2.0262
C 2.2291 1.3568 4.4388
C 0.8482 1.2425 4.4739
C 0.1612 0.6759 3.4066
C 0.8507 0.2308 2.2801
C 2.2386 0.3884 2.2426
C 2.9258 0.9335 3.3138
P 0.0413 -0.6323 0.8574
C 1.0800 -2.1357 0.8659
C 1.4589 -2.7715 2.0484
C 2.2832 -3.8851 2.0081
C 2.7568 -4.3569 0.7915
C 2.4037 -3.7155 -0.3860
C 1.5688 -2.6091 -0.3494
C -1.5590 -1.0307 1.6452
C -2.5658 -0.0789 1.4939
C -3.7961 -0.2480 2.1114
C -4.0266 -1.3774 2.8810
C -3.0365 -2.3418 3.0082
C -1.8073 -2.1789 2.3893
H 2.7653 1.7598 5.2882
H 0.3059 1.5692 5.3521
H -0.9142 0.5726 3.4601
H 2.7788 0.0520 1.3631
H 4.0058 1.0048 3.2852
H 1.1274 -2.3853 3.0041
H 2.5683 -4.3832 2.9257
H 3.4023 -5.2245 0.7602
H 2.7877 -4.0838 -1.3286
H 1.2653 -2.0943 -1.2551
H -2.3658 0.7928 0.8792
H -4.5635 0.5080 2.0086
H -4.9745 -1.5113 3.3845
H -3.2272 -3.2270 3.6013
H -1.0539 -2.9495 2.4678
F -2.3585 1.0621 -1.7049
B -2.5377 0.0502 -2.7170
F -3.4258 -0.8838 -2.2632
F -2.8665 0.6039 -3.9129
F -1.2193 -0.5494 -2.7765
C -1.4650 -3.6579 -1.3528
O -1.5134 -2.3943 -0.6938
H -1.4285 -3.5374 -2.4393
H -2.3295 -4.2678 -1.0817
H -0.5610 -4.1616 -1.0182
H -2.2960 -1.9356 -1.0236
*
```